DFT (ωB97M-V/def2-TZVPD) results for a cluster of 2 separate species, C11H15N in total.

Element x y z (Å)
C (1.841, 0.491, -0.932)
C (-2.270, -0.667, -1.307)
C (1.103, 0.366, 0.325)
H (-2.518, -1.481, -1.989)
H (-2.207, 0.117, -2.077)
N (2.510, -1.416, 0.130)
C (0.097, 1.163, 0.853)
C (-0.283, 0.857, 2.162)
H (-0.196, 2.069, 0.339)
H (-0.367, -0.619, 3.684)
C (0.942, -1.254, 2.116)
H (1.119, -2.248, 2.520)
H (2.617, 1.808, -2.440)
H (1.667, 2.617, -1.195)
C (0.069, -0.365, 2.726)
H (-3.663, 0.758, -0.355)
H (-1.277, -0.714, -0.866)
H (-4.227, -0.902, -0.296)
C (1.749, 1.701, -1.785)
H (-1.052, 1.434, 2.650)
H (3.125, -0.977, -1.903)
H (2.467, -2.401, -0.101)
H (-2.975, -0.311, 0.749)
H (0.988, 1.745, -2.583)
C (1.466, -0.872, 0.885)
C (-3.327, -0.284, -0.283)
C (2.601, -0.617, -1.026)

Orbital gap, eV: 8.98
SMILES: Cc1c[nH]c2ccccc12.CC
HOMO, eV: -8.06


DFT (ωB97M-V/def2-TZVPD) results for a cluster of 2 separate species, C11H15N in total.

Element x y z (Å)
H (-2.422, 1.732, 2.481)
H (-1.068, -2.617, -2.453)
C (-0.486, -2.098, -1.708)
H (-0.451, 2.404, 0.895)
C (1.041, -0.016, 1.988)
C (0.012, -1.196, 0.308)
H (-2.859, 1.016, 0.853)
H (3.152, -0.327, -0.660)
C (-2.559, 1.898, 1.406)
N (-0.950, -1.942, -0.417)
H (-1.772, 3.213, -0.162)
H (1.916, -0.318, -3.195)
H (-0.713, -1.212, 2.403)
H (-3.455, 2.536, 1.338)
H (3.124, 0.546, 1.642)
C (2.318, -0.502, -0.005)
H (-1.885, -1.807, -0.072)
H (-1.285, 3.603, 1.429)
H (0.946, -1.484, -4.021)
C (1.508, -1.341, -3.081)
H (2.382, -1.967, -3.247)
C (-1.481, 2.724, 0.772)
C (2.207, 0.104, 1.285)
H (0.930, 0.475, 2.928)
C (-0.069, -0.834, 1.628)
C (0.761, -1.565, -1.816)
C (1.159, -1.026, -0.519)

Orbital gap, eV: 8.67
SMILES: Cc1c[nH]c2ccccc12.CC
HOMO, eV: -7.72


Record-wise largest force on an atom values, in eV Å⁻¹: 1.74, 2.78
Record-wise relative energy (zero: lowest compared OMol25 entry of this formula, charge and spin) values, in kJ/mol: 79.98, 129.42